Entry from the OMol25 dataset: a 25-piece molecular cluster, C57H164O25 overall at a distorted geometry (ωB97M-V/def2-TZVPD).

The calculation puts the orbital gap at 9.22 eV. The highest occupied orbital energy comes out at -9.13 eV. As for the electronic energy: -4150.98372 Ha. The energy above the lowest of the compared OMol25 structures with the same formula, charge and spin is 0.0 kJ/mol.

Atoms and positions in Å:
C -2.653 -3.120 -2.105
C -3.721 -3.696 -3.077
O -3.607 -5.097 -3.153
H -1.645 -3.330 -2.464
H -2.751 -3.652 -1.159
H -2.712 -2.037 -2.001
H -3.659 -3.276 -4.081
H -4.776 -3.553 -2.844
H -4.045 -5.363 -3.965
C 8.084 -0.354 1.898
C 7.071 -0.789 2.905
O 7.178 -2.139 3.235
H 9.036 -0.676 2.319
H 8.024 0.725 1.756
H 7.821 -0.904 0.994
H 6.057 -0.777 2.504
H 7.092 -0.047 3.703
H 6.412 -2.440 3.729
C 4.364 2.485 -1.850
C 4.497 3.920 -2.191
O 5.769 3.934 -2.832
H 5.243 2.008 -1.417
H 4.112 1.873 -2.716
H 3.542 2.301 -1.157
H 4.556 4.483 -1.259
H 3.737 4.336 -2.853
H 5.806 3.174 -3.417
C 2.227 3.220 -5.868
C 2.143 1.693 -5.889
O 1.884 1.140 -4.599
H 1.319 3.592 -5.394
H 2.406 3.622 -6.865
H 3.051 3.545 -5.233
H 3.012 1.196 -6.321
H 1.345 1.426 -6.583
H 1.893 0.181 -4.636
C -1.056 5.781 3.331
C 0.060 4.910 2.795
O 1.288 5.501 3.112
H -1.048 6.756 2.845
H -0.928 5.970 4.397
H -1.998 5.254 3.176
H 0.022 4.868 1.706
H -0.003 3.949 3.304
H 1.903 4.805 3.357
C -1.936 -0.744 4.244
C -0.796 0.181 4.895
O 0.280 0.253 3.972
H -1.565 -1.769 4.258
H -2.146 -0.385 3.237
H -2.837 -0.711 4.856
H -0.343 -0.243 5.792
H -1.136 1.205 5.048
H 0.100 0.851 3.243
C -2.101 3.746 -3.222
C -1.093 2.744 -3.785
O 0.181 2.794 -3.189
H -1.832 4.802 -3.242
H -2.289 3.476 -2.183
H -3.018 3.655 -3.804
H -1.042 2.982 -4.848
H -1.467 1.722 -3.722
H 0.751 2.133 -3.587
C 1.135 -4.069 1.926
C 0.631 -4.969 0.779
O -0.783 -5.022 0.943
H 0.909 -4.487 2.907
H 0.586 -3.137 1.788
H 2.205 -3.878 1.846
H 1.044 -5.973 0.871
H 0.860 -4.564 -0.207
H -1.170 -5.429 0.164
C -6.052 3.165 -2.309
C -7.445 2.977 -2.984
O -7.592 1.715 -3.613
H -6.085 2.521 -1.430
H -5.927 4.213 -2.035
H -5.248 2.836 -2.967
H -7.612 3.762 -3.722
H -8.254 3.053 -2.257
H -8.485 1.389 -3.482
C 3.178 7.263 -1.963
C 1.960 6.936 -1.155
C 0.769 6.592 -2.110
O 2.225 5.752 -0.401
H 2.874 8.055 -2.648
H 3.508 6.482 -2.648
H 4.028 7.540 -1.339
H 1.755 7.784 -0.502
H 1.194 6.071 -2.968
H 0.321 7.488 -2.539
H 0.015 5.963 -1.638
H 2.903 5.928 0.256
C -0.314 1.857 7.984
C 0.873 2.557 7.282
C 0.600 4.061 7.266
O 2.048 2.353 8.050
H -0.198 1.916 9.066
H -0.364 0.809 7.690
H -1.270 2.265 7.654
H 0.918 2.246 6.238
H 1.492 4.541 6.862
H 0.344 4.464 8.246
H -0.241 4.426 6.677
H 2.147 1.407 8.177
C -4.608 3.974 1.294
C -4.869 2.461 1.479
C -4.012 1.880 2.627
O -6.221 2.254 1.759
H -4.988 4.587 2.112
H -5.090 4.312 0.376
H -3.574 4.175 1.016
H -4.669 1.844 0.602
H -4.454 0.980 3.054
H -3.886 2.607 3.430
H -2.995 1.732 2.263
H -6.375 2.541 2.662
C -0.564 -1.211 -4.579
C 0.634 -2.231 -4.490
C 0.327 -3.303 -5.540
O 1.831 -1.569 -4.871
H -1.531 -1.653 -4.338
H -0.588 -0.857 -5.610
H -0.432 -0.354 -3.919
H 0.697 -2.494 -3.434
H 0.387 -2.939 -6.566
H -0.658 -3.750 -5.407
H 0.949 -4.198 -5.527
H 2.536 -2.219 -4.825
C -3.708 -3.784 2.241
C -3.106 -4.623 3.371
C -3.247 -6.148 3.257
O -1.699 -4.345 3.390
H -4.774 -4.013 2.224
H -3.272 -3.992 1.264
H -3.549 -2.719 2.408
H -3.538 -4.295 4.316
H -2.835 -6.610 2.360
H -4.300 -6.428 3.293
H -2.661 -6.663 4.018
H -1.371 -4.636 2.535
C -1.583 0.563 -0.224
C -0.425 0.348 0.800
C 0.846 -0.240 0.212
O -0.150 1.533 1.446
H -1.255 1.295 -0.962
H -2.533 0.861 0.221
H -1.827 -0.342 -0.781
H -0.748 -0.398 1.526
H 1.326 0.431 -0.500
H 0.572 -1.194 -0.239
H 1.618 -0.388 0.967
H 0.225 2.099 0.768
C -5.277 -0.486 -4.110
C -4.649 0.653 -4.853
C -3.618 0.242 -5.921
O -5.693 1.349 -5.507
H -5.922 -0.150 -3.299
H -4.496 -1.096 -3.656
H -5.858 -1.099 -4.799
H -4.101 1.275 -4.147
H -4.138 -0.008 -6.845
H -3.014 -0.593 -5.565
H -2.829 0.950 -6.176
H -6.335 1.427 -4.797
C 5.337 -2.259 -0.133
C 4.666 -3.125 -1.123
C 3.237 -2.727 -1.414
O 5.347 -3.003 -2.384
H 4.818 -2.267 0.826
H 5.409 -1.271 -0.589
H 6.348 -2.598 0.092
H 4.663 -4.164 -0.794
H 2.556 -2.597 -0.573
H 2.776 -3.426 -2.112
H 3.179 -1.759 -1.911
H 6.250 -2.735 -2.202
C 5.322 -0.195 -4.738
C 6.500 0.739 -4.351
C 7.798 0.369 -5.135
O 6.139 2.034 -4.698
H 5.763 -1.190 -4.804
H 4.920 0.075 -5.714
H 4.525 -0.251 -3.997
H 6.730 0.624 -3.292
H 7.578 0.480 -6.197
H 7.972 -0.706 -5.081
H 8.602 1.026 -4.804
H 5.935 2.010 -5.636
C 3.394 2.675 2.034
C 3.521 2.679 3.513
C 4.784 1.955 3.993
O 3.489 4.019 3.862
H 4.296 3.050 1.549
H 2.454 3.042 1.623
H 3.348 1.638 1.700
H 2.652 2.306 4.055
H 4.859 0.887 3.787
H 4.976 2.097 5.056
H 5.621 2.301 3.387
H 3.670 3.984 4.805
C -7.761 -0.239 -0.824
C -7.038 -1.182 0.130
C -5.602 -1.553 -0.175
O -7.090 -0.530 1.432
H -8.788 -0.095 -0.488
H -7.814 -0.573 -1.861
H -7.422 0.796 -0.806
H -7.562 -2.132 0.237
H -5.088 -2.032 0.658
H -4.992 -0.651 -0.214
H -5.536 -2.177 -1.066
H -6.624 0.308 1.405
C -1.442 -7.858 -3.288
C -0.714 -6.917 -2.339
C -0.151 -5.801 -3.143
O -1.545 -6.302 -1.366
H -1.948 -8.699 -2.814
H -0.735 -8.208 -4.041
H -2.184 -7.426 -3.960
H 0.011 -7.495 -1.766
H 0.180 -4.967 -2.525
H -0.884 -5.380 -3.832
H 0.742 -6.190 -3.632
H -2.290 -5.942 -1.853
C -1.809 -3.770 6.816
C -0.314 -3.338 6.525
C 0.581 -3.819 7.632
O 0.124 -3.953 5.349
H -1.965 -4.837 6.654
H -2.474 -3.270 6.111
H -2.129 -3.583 7.841
H -0.157 -2.274 6.350
H 0.364 -3.409 8.618
H 1.583 -3.472 7.380
H 0.621 -4.898 7.786
H -0.636 -4.127 4.789
O 4.751 -2.760 4.163
H 4.567 -3.684 3.995
H 3.894 -2.376 4.351
O 1.002 3.294 -0.540
H 1.250 4.208 -0.398
H 0.910 3.215 -1.489
O 2.117 -1.995 4.396
H 1.445 -2.663 4.530
H 1.647 -1.255 4.014